Entry 1:
Formula: H80O40
Source: the OMol25 dataset
Level of theory: ωB97M-V/def2-TZVPD

Positions of all 120 atoms, in Å:
1 H -3.33 3.63 -4.92
2 H -4.37 3.40 -4.01
3 O -3.96 2.89 -4.72
4 H 1.36 -0.65 3.66
5 H 2.46 -0.26 2.56
6 O 1.87 0.07 3.33
7 H 5.85 0.31 -3.06
8 H 4.86 1.34 -3.65
9 O 5.63 1.22 -3.13
10 H -1.36 0.65 -3.97
11 H -0.15 0.23 -4.92
12 O -0.42 0.64 -4.15
13 H 2.08 2.86 -0.49
14 H 3.21 3.28 0.24
15 O 2.94 3.17 -0.72
16 H -1.32 2.99 1.34
17 O -0.54 2.43 1.13
18 H 6.92 -0.90 -0.62
19 O 6.23 -1.45 -0.31
20 H -0.05 1.94 -1.20
21 H 0.88 1.66 -2.28
22 O 0.44 2.41 -1.91
23 H -0.99 1.63 4.04
24 H -0.33 2.22 2.80
25 O -0.22 2.16 3.80
26 H -1.97 -3.39 -0.45
27 H -2.35 -4.16 -1.65
28 O -2.71 -3.72 -0.91
29 H 4.22 1.03 0.48
30 H 3.44 0.91 -0.79
31 O 4.17 0.50 -0.32
32 H -4.11 -2.18 2.06
33 O -4.06 -2.31 1.04
34 H -0.36 4.42 -3.68
35 H -1.33 3.74 -4.66
36 O -0.45 4.18 -4.74
37 H 0.01 -5.32 3.79
38 H 1.36 -4.59 4.35
39 O 0.57 -4.52 3.80
40 H -3.96 -0.69 4.45
41 H -3.28 -1.01 5.91
42 O -3.86 -0.43 5.39
43 H -2.85 2.22 0.20
44 H -3.92 1.06 -0.53
45 O -3.15 1.63 -0.52
46 H -1.03 -4.86 0.80
47 H 0.06 -5.90 0.17
48 O -0.18 -4.94 0.32
49 H -0.21 -3.70 -2.35
50 H 0.33 -4.25 -3.54
51 O -0.20 -4.56 -2.76
52 H 2.53 0.96 4.97
53 O 2.10 1.13 5.85
54 H 3.41 -0.93 0.19
55 H 3.09 -2.14 1.27
56 O 2.78 -1.50 0.68
57 H -3.30 4.33 2.46
58 O -3.34 3.83 1.63
59 H -4.30 -0.66 1.24
60 H -4.92 0.60 2.23
61 O -4.50 0.31 1.40
62 H -1.14 -3.03 4.32
63 H -0.99 -3.18 5.89
64 O -1.58 -3.01 5.19
65 H 3.11 3.52 2.54
66 H 1.77 2.53 2.33
67 O 2.58 2.97 1.95
68 H -2.89 -0.39 -0.95
69 H -2.27 -1.71 -0.71
70 O -2.06 -0.75 -0.71
71 H 0.87 5.44 0.01
72 H 1.54 4.60 0.91
73 O 1.20 5.47 0.89
74 H 3.10 -1.60 -5.22
75 H 2.63 -1.27 -3.69
76 O 2.80 -0.98 -4.60
77 H -2.05 4.65 4.40
78 H -1.44 5.76 3.37
79 O -1.79 4.90 3.52
80 H 0.82 4.66 -2.17
81 H 1.19 5.84 -3.18
82 O 1.34 5.44 -2.33
83 H 1.49 -4.68 0.89
84 H 2.10 -4.00 -0.24
85 O 2.44 -4.43 0.58
86 H 0.94 0.56 -6.72
87 H -0.13 -0.42 -6.38
88 O 0.71 -0.33 -6.85
89 H -2.83 3.68 -1.74
90 O -1.98 3.57 -2.35
91 H 3.19 -5.77 -0.22
92 H 3.22 -5.52 -1.74
93 O 3.18 -6.23 -1.10
94 H 2.07 2.12 5.90
95 H 0.18 2.84 0.69
96 H -4.35 3.69 1.54
97 H 5.63 -0.78 0.17
98 H -4.84 -2.82 0.73
99 H -2.01 2.66 -2.61
100 O -1.26 -1.78 2.59
101 H -0.62 -1.12 2.88
102 H -1.88 -1.12 2.30
103 O 0.92 -0.61 -1.85
104 H 0.11 -0.32 -1.47
105 H 1.04 -0.46 -2.78
106 O -5.87 -2.45 -1.14
107 H -4.86 -2.49 -1.13
108 H -5.84 -1.47 -1.30
109 O 0.59 -3.45 -4.92
110 H 0.99 -3.64 -5.76
111 H 0.69 -2.50 -4.75
112 O 3.69 -1.91 -2.53
113 H 3.97 -1.50 -1.63
114 H 3.06 -2.45 -2.05
115 O 2.12 3.91 4.33
116 H 1.28 4.38 4.34
117 H 1.74 3.05 4.55
118 O -3.49 -3.46 3.48
119 H -4.26 -3.26 4.06
120 H -3.24 -4.28 3.91

Values from the calculation:
- max |F| (hartree/bohr) = 0.085
- spin multiplicity = 1
- highest occupied orbital energy (eV) = -10.25



Entry 2:
Formula: C42H39N3O7S
Source: the OMol25 dataset
Level of theory: ωB97M-V/def2-TZVPD

Positions of all 92 atoms, in Å:
1 N -1.97 -4.72 -1.30
2 C -3.33 -4.22 -1.07
3 C -3.37 -2.72 -0.58
4 C -4.17 -1.76 -1.52
5 C -3.31 -0.69 -2.16
6 C -2.65 -0.85 -3.41
7 C -2.89 -2.18 -4.15
8 C -4.22 -2.05 -4.91
9 C -4.37 -1.02 -5.84
10 C -5.54 -0.80 -6.54
11 C -6.61 -1.65 -6.32
12 C -6.47 -2.69 -5.42
13 C -5.30 -2.89 -4.72
14 C -1.84 0.14 -3.95
15 C -1.09 -0.04 -5.28
16 C 0.45 0.19 -5.20
17 C 1.08 -0.11 -3.81
18 C 2.59 -0.49 -3.98
19 S 2.93 -1.99 -3.03
20 O 4.34 -2.00 -2.77
21 O 2.22 -1.91 -1.78
22 O 2.49 -3.27 -3.86
23 C -1.67 1.36 -3.28
24 N -0.88 2.42 -3.80
25 C -2.33 1.53 -2.09
26 C -3.12 0.51 -1.54
27 C -3.68 1.00 -0.20
28 O -4.50 0.49 0.52
29 N -2.98 2.23 0.02
30 C -1.94 2.18 1.04
31 C -2.25 2.50 2.35
32 C -1.28 2.50 3.32
33 C 0.03 2.17 3.03
34 C 0.35 1.82 1.72
35 C -0.63 1.83 0.75
36 C -2.37 2.75 -1.17
37 O -2.01 3.87 -1.40
38 H -1.40 -4.57 -0.48
39 H -1.55 -4.31 -2.12
40 H -3.74 -4.85 -0.27
41 H -3.92 -4.34 -1.99
42 H -3.88 -2.75 0.40
43 H -2.33 -2.42 -0.41
44 H -4.66 -2.38 -2.28
45 H -4.97 -1.30 -0.94
46 H -2.97 -2.99 -3.41
47 H -2.06 -2.43 -4.81
48 H -3.53 -0.34 -5.98
49 H -5.56 0.05 -7.22
50 H -7.55 -1.48 -6.85
51 H -7.36 -3.31 -5.27
52 H -5.25 -3.72 -4.00
53 H -1.50 0.72 -5.97
54 H -1.34 -1.00 -5.74
55 H 0.93 -0.39 -5.99
56 H 0.64 1.25 -5.43
57 H 0.52 -0.91 -3.31
58 H 1.03 0.80 -3.20
59 H 3.19 0.34 -3.60
60 H 2.82 -0.69 -5.03
61 H 1.71 -3.69 -3.47
62 H -1.19 3.31 -3.41
63 H -1.09 2.50 -4.79
64 H -3.29 2.75 2.56
65 H -1.54 2.74 4.35
66 H 0.84 2.15 3.75
67 H 1.36 1.55 1.45
68 H -0.32 1.53 -0.26
69 O 7.27 1.65 8.77
70 C 6.40 1.60 7.92
71 C 6.16 0.34 7.16
72 C 6.92 -0.78 7.44
73 C 6.68 -1.97 6.76
74 C 5.67 -2.03 5.81
75 C 4.92 -0.91 5.51
76 C 5.16 0.29 6.18
77 C 4.36 1.49 5.85
78 O 3.53 1.45 4.96
79 C 4.58 2.74 6.62
80 C 3.82 3.87 6.35
81 C 4.00 5.02 7.08
82 C 4.95 5.06 8.10
83 C 5.72 3.95 8.37
84 C 5.55 2.79 7.63
85 H 7.70 -0.73 8.19
86 H 7.27 -2.84 6.98
87 H 5.47 -2.96 5.29
88 H 4.14 -0.96 4.77
89 H 3.08 3.83 5.56
90 H 3.40 5.90 6.87
91 H 5.08 5.97 8.68
92 H 6.46 3.98 9.16

Values from the calculation:
- max |F| (hartree/bohr) = 0.079
- spin multiplicity = 1
- SMILES string = NCCCc1c(Cc2ccccc2)c(CCCCS(=O)(=O)O)c(N)c2c1C(=O)N(c1ccccc1)C2=O.O=C1c2ccccc2C(=O)c2ccccc21
- highest occupied orbital energy (eV) = -8.77



Entry 3:
Formula: H14O7
Source: the OMol25 dataset
Level of theory: ωB97M-V/def2-TZVPD

Positions of all 21 atoms, in Å:
1 O 2.24 1.44 -1.68
2 H 2.34 1.28 -2.62
3 H 1.66 2.21 -1.62
4 O -2.03 0.13 -2.42
5 H -2.04 1.09 -2.41
6 H -1.41 -0.13 -1.71
7 O -0.14 0.21 -0.43
8 H 0.57 0.64 -0.94
9 H -0.29 0.81 0.33
10 O -1.53 -1.81 0.78
11 H -1.01 -2.53 0.42
12 H -0.89 -1.07 0.84
13 O 1.01 -2.88 -0.15
14 H 1.97 -2.79 -0.23
15 H 0.67 -2.00 -0.39
16 O 1.13 -0.45 2.25
17 H 1.85 -0.44 2.89
18 H 0.79 0.45 2.25
19 O -1.30 1.75 1.56
20 H -1.50 2.66 1.31
21 H -2.10 1.42 1.99

Values from the calculation:
- max |F| (hartree/bohr) = 0.019
- spin multiplicity = 1
- SMILES string = O.O.O.O.O.O.O
- highest occupied orbital energy (eV) = -10.24



Entry 4:
Formula: C33H49ClOP4V
Source: the OMol25 dataset
Level of theory: ωB97M-V/def2-TZVPD

Positions of all 89 atoms, in Å:
1 P -1.37 -0.82 -2.22
2 C -3.12 -0.92 -2.75
3 C -3.57 -0.16 -3.83
4 H -2.96 0.65 -4.22
5 C -4.79 -0.44 -4.46
6 H -5.07 0.13 -5.34
7 C -5.62 -1.44 -3.97
8 H -6.58 -1.65 -4.46
9 C -5.22 -2.16 -2.85
10 H -5.87 -2.94 -2.46
11 C -3.99 -1.91 -2.23
12 H -3.69 -2.48 -1.35
13 C -0.74 0.63 -3.12
14 C -1.06 1.91 -2.62
15 H -1.51 2.01 -1.63
16 C -0.81 3.05 -3.41
17 H -1.09 4.03 -3.02
18 C -0.24 2.91 -4.67
19 H -0.06 3.79 -5.29
20 C 0.09 1.64 -5.17
21 H 0.52 1.53 -6.16
22 C -0.14 0.51 -4.38
23 H 0.12 -0.48 -4.77
24 C -0.67 -2.26 -3.11
25 C -1.37 -2.81 -4.21
26 H -2.41 -2.55 -4.39
27 C -0.74 -3.68 -5.10
28 H -1.28 -4.03 -5.98
29 C 0.58 -4.07 -4.87
30 H 1.08 -4.74 -5.58
31 C 1.24 -3.62 -3.73
32 H 2.27 -3.94 -3.54
33 C 0.61 -2.75 -2.83
34 H 1.11 -2.47 -1.89
35 V -0.21 -0.10 2.77
36 C 1.50 0.83 2.38
37 C 1.88 1.13 1.11
38 H 2.16 1.14 3.21
39 C 1.04 0.67 -0.08
40 O 1.95 -0.11 -0.91
41 H 1.55 -0.31 -1.78
42 C -0.19 -0.10 0.37
43 H 0.67 1.55 -0.66
44 C -1.08 -0.66 -0.46
45 Cl -2.11 -1.34 2.90
46 P 1.15 -2.02 3.39
47 P -1.31 2.02 3.29
48 C 0.57 -3.08 4.76
49 H -0.48 -3.34 4.58
50 H 0.65 -2.53 5.70
51 H 1.20 -3.98 4.79
52 C 0.93 -3.03 1.91
53 H 1.36 -2.51 1.04
54 H -0.14 -3.21 1.74
55 H 1.46 -3.98 2.08
56 C 2.96 -2.03 3.63
57 H 3.24 -1.50 4.56
58 H 3.45 -1.54 2.78
59 H 3.29 -3.08 3.70
60 C -2.11 2.29 4.91
61 H -1.37 2.31 5.70
62 H -2.83 1.48 5.10
63 H -2.64 3.25 4.88
64 C -0.48 3.63 3.02
65 H -0.03 3.64 2.02
66 H 0.30 3.78 3.77
67 H -1.23 4.43 3.10
68 C -2.72 2.13 2.14
69 H -3.39 1.28 2.32
70 H -2.34 2.08 1.11
71 H -3.23 3.08 2.32
72 P 3.53 1.85 0.97
73 C 4.18 2.59 2.47
74 C 3.34 3.14 -0.24
75 H 4.39 1.84 3.25
76 H 3.52 3.37 2.88
77 H 5.14 3.06 2.20
78 H 2.81 2.74 -1.11
79 H 4.34 3.48 -0.52
80 H 2.77 3.97 0.20
81 C 4.68 0.58 0.48
82 H 5.02 0.01 1.36
83 H 5.53 1.07 0.01
84 H 4.18 -0.09 -0.22
85 H -1.92 -1.12 0.08
86 C 0.30 0.15 4.86
87 H 1.25 -0.29 5.19
88 H -0.50 -0.31 5.44
89 H 0.35 1.21 5.13

Values from the calculation:
- max |F| (hartree/bohr) = 0.043
- spin multiplicity = 2
- highest occupied orbital energy (alpha / beta) (eV) = -13.45 / -13.47
- net charge = +2
- <S²> = 0.7816



Entry 5:
Formula: C20H25Br42ClNO6S2
Source: the OMol25 dataset
Level of theory: ωB97M-V/def2-TZVPD

Positions of all 97 atoms, in Å:
1 C -2.04 -1.07 2.52
2 C -1.87 -0.57 1.08
3 C -3.20 -0.32 0.38
4 Cl -3.45 -1.44 -0.97
5 S -3.40 1.41 -0.21
6 O -3.28 1.34 -1.66
7 O -2.37 2.25 0.36
8 N -4.89 1.93 0.11
9 S -5.35 1.85 1.64
10 O -4.38 1.24 2.55
11 O -5.80 3.15 2.13
12 C -6.85 0.85 1.61
13 C -6.70 -0.39 0.75
14 O -7.95 -0.70 0.09
15 C -7.77 -0.85 -1.26
16 O -7.96 0.06 -2.07
17 H -1.27 -0.66 3.16
18 H -1.95 -2.16 2.57
19 H -2.99 -0.75 2.93
20 H -1.30 -1.27 0.48
21 H -1.27 0.33 1.11
22 H -3.97 -0.55 1.10
23 H -7.66 1.48 1.27
24 H -7.03 0.55 2.64
25 H -5.93 -0.27 -0.01
26 H -6.41 -1.23 1.38
27 H -7.48 -1.85 -1.60
28 C -1.67 0.39 -4.33
29 Br -0.55 -0.86 -3.39
30 Br -0.65 1.85 -5.06
31 Br -2.72 -0.49 -5.69
32 H -2.36 0.80 -3.60
33 C -3.19 6.28 -1.02
34 Br -4.52 5.16 -0.22
35 Br -2.11 7.17 0.32
36 Br -2.11 5.32 -2.29
37 H -3.70 7.06 -1.56
38 C 3.25 1.39 3.14
39 Br 1.72 2.41 2.61
40 Br 3.66 1.62 5.01
41 Br 3.08 -0.46 2.65
42 H 4.10 1.77 2.58
43 C 3.15 -2.04 -2.77
44 Br 1.96 -2.99 -1.58
45 Br 4.47 -1.00 -1.83
46 Br 3.95 -3.27 -4.02
47 H 2.55 -1.35 -3.33
48 C 5.09 -6.43 -1.26
49 Br 6.53 -5.63 -2.27
50 Br 4.71 -5.33 0.27
51 Br 3.53 -6.74 -2.34
52 H 5.43 -7.39 -0.92
53 C 5.37 3.82 -0.02
54 Br 3.84 4.83 -0.58
55 Br 5.84 4.19 1.82
56 Br 5.09 1.93 -0.29
57 H 6.20 4.12 -0.63
58 C 4.97 -5.24 4.06
59 Br 6.25 -5.44 5.49
60 Br 3.38 -6.27 4.38
61 Br 4.56 -3.39 3.72
62 H 5.43 -5.64 3.17
63 C 4.42 1.64 -5.40
64 Br 6.23 1.19 -4.88
65 Br 3.69 0.32 -6.60
66 Br 3.29 1.90 -3.88
67 H 4.47 2.57 -5.94
68 C 1.82 8.98 4.26
69 Br 3.38 10.01 3.79
70 Br 1.00 9.64 5.87
71 Br 0.57 8.88 2.81
72 H 2.16 7.98 4.47
73 C -7.13 6.13 3.08
74 Br -7.86 6.77 1.41
75 Br -5.69 7.24 3.68
76 Br -8.50 5.94 4.43
77 H -6.72 5.14 2.89
78 C 7.31 -10.35 -0.67
79 Br 5.89 -9.98 -1.92
80 Br 7.24 -9.15 0.83
81 Br 7.31 -12.19 -0.11
82 H 8.24 -10.17 -1.18
83 C 7.28 -4.19 -6.77
84 Br 8.55 -4.46 -5.35
85 Br 5.68 -5.23 -6.52
86 Br 6.87 -2.33 -7.01
87 H 7.74 -4.54 -7.68
88 C 0.96 -9.58 5.36
89 Br 1.70 -11.27 4.80
90 Br 0.07 -8.68 3.91
91 Br -0.20 -9.79 6.88
92 H 1.78 -8.96 5.67
93 C -6.37 8.91 -2.56
94 Br -7.78 7.82 -1.85
95 Br -5.29 9.67 -1.16
96 Br -5.30 7.93 -3.83
97 H -6.83 9.73 -3.10

Values from the calculation:
- max |F| (hartree/bohr) = 0.060
- spin multiplicity = 1
- highest occupied orbital energy (eV) = -6.80
- net charge = -1



Entry 6:
Formula: C6H22O7V
Source: the OMol25 dataset
Level of theory: ωB97M-V/def2-TZVPD

Positions of all 36 atoms, in Å:
1 O 17.55 -9.36 -17.54
2 V 18.50 -10.53 -17.18
3 O 19.87 -9.80 -16.71
4 O 17.74 -11.20 -15.22
5 H 17.81 -12.13 -14.98
6 H 17.31 -10.76 -14.47
7 O 19.64 -12.53 -17.09
8 H 20.55 -12.52 -16.76
9 H 19.36 -13.46 -17.08
10 O 21.82 -11.08 -14.47
11 H 21.59 -10.17 -14.70
12 H 22.61 -11.02 -13.92
13 C 20.13 -8.48 -19.75
14 C 20.43 -9.92 -20.11
15 C 21.87 -10.29 -19.84
16 O 19.57 -10.72 -19.23
17 H 20.81 -7.80 -20.27
18 H 20.23 -8.31 -18.68
19 H 19.10 -8.26 -20.01
20 H 20.09 -10.07 -21.14
21 H 22.12 -10.20 -18.78
22 H 22.50 -9.62 -20.42
23 H 22.12 -11.32 -20.10
24 H 19.72 -11.66 -19.39
25 C 15.92 -13.37 -19.80
26 C 16.75 -12.10 -19.62
27 C 16.03 -10.85 -20.06
28 O 17.06 -11.99 -18.19
29 H 16.55 -14.26 -19.65
30 H 15.47 -13.45 -20.79
31 H 15.14 -13.43 -19.04
32 H 17.69 -12.22 -20.16
33 H 16.73 -10.01 -20.03
34 H 15.22 -10.59 -19.38
35 H 15.64 -10.97 -21.06
36 H 17.11 -12.89 -17.83

Values from the calculation:
- max |F| (hartree/bohr) = 0.055
- spin multiplicity = 1
- highest occupied orbital energy (eV) = -13.85
- net charge = +1



Entry 7:
Formula: C6H14N2O2
Source: the OMol25 dataset
Level of theory: ωB97M-V/def2-TZVPD

Positions of all 24 atoms, in Å:
1 C 1.46 2.14 -1.35
2 N 0.77 1.43 -2.37
3 C 0.41 0.10 -2.22
4 C 0.05 -0.73 -3.49
5 O 0.58 -0.50 -1.15
6 H 1.46 1.54 -0.47
7 H 2.49 2.32 -1.68
8 H 1.12 3.19 -1.06
9 H 0.94 1.73 -3.29
10 H -0.31 -1.70 -3.38
11 H -0.84 -0.26 -4.04
12 H 0.95 -0.75 -4.11
13 C -0.25 -2.39 1.83
14 N 0.18 -0.89 1.85
15 C -0.83 -0.15 2.34
16 C -0.85 1.40 2.02
17 O -1.77 -0.48 2.97
18 H -0.84 -2.75 0.99
19 H 0.68 -3.02 1.68
20 H -0.73 -2.71 2.77
21 H 0.79 -0.77 1.11
22 H -1.02 1.97 2.97
23 H -0.02 1.60 1.35
24 H -1.79 1.47 1.41

Values from the calculation:
- max |F| (hartree/bohr) = 0.121
- spin multiplicity = 1
- SMILES string = CNC(C)=O.CNC(C)=O
- highest occupied orbital energy (eV) = -8.97